DFT (the ωB97M-V functional and the def2-TZVPD basis) results for a molecular structure, C8H24O4P2STi.

- multiplicity = 2
- total charge = +1
- E_LUMO (alpha / beta) (eV) = -4.2 / -4.2
- HOMO energy (alpha / beta) (eV) = -11.92 / -12.84
- energy relative to the best compared isomer or geometry (same formula, charge and spin) (kcal per mole) = 16.2

Each line ends with the Mulliken spin population.
Atoms and positions in Å:
Ti (0.2390, -0.0203, -0.0408)  0.98
H (-1.3070, -1.0238, 0.5906)  0.01
H (-1.6754, -0.2975, 0.5015)  0.04
P (0.0264, -2.4156, -0.8579)  -0.02
P (-0.0124, 2.2964, -0.9763)  -0.06
C (1.5025, 3.2201, -0.4947)  0.04
H (1.4012, 4.2935, -0.7276)  0.00
H (1.6757, 3.0879, 0.5846)  0.01
H (2.3611, 2.8013, -1.0415)  0.00
C (-0.3231, 2.6820, -2.7243)  0.00
H (-1.2717, 2.2054, -3.0104)  0.00
H (-0.3709, 3.7671, -2.9038)  0.00
H (0.4912, 2.2321, -3.3083)  0.00
C (-1.3220, 3.1777, -0.0257)  0.01
H (-1.1216, 3.0724, 1.0510)  0.00
H (-1.3650, 4.2470, -0.2896)  0.00
H (-2.2906, 2.7068, -0.2498)  0.00
C (-0.1223, -2.8697, -2.6259)  0.00
H (-0.1893, -3.9619, -2.7560)  0.00
H (-1.0217, -2.3971, -3.0461)  0.00
H (0.7598, -2.4894, -3.1589)  0.00
C (1.4228, -3.4609, -0.3087)  0.01
H (1.5148, -3.3775, 0.7840)  0.00
H (1.2504, -4.5120, -0.5931)  0.00
H (2.3475, -3.0929, -0.7761)  0.00
C (-1.3967, -3.3449, -0.1432)  0.00
H (-2.3347, -2.8854, -0.4825)  0.00
H (-1.3686, -4.4005, -0.4522)  0.00
H (-1.3502, -3.2807, 0.9517)  0.00
C (2.2289, -0.1423, 0.5501)  0.01
O (3.2468, -0.2095, 1.1189)  0.05
H (0.7069, -0.0991, -1.5654)  -0.05
C (-1.0731, 0.7886, 3.7025)  0.00
S (0.4891, 0.2729, 3.0248)  0.00
O (1.5374, 0.9253, 3.7564)  0.00
O (0.5003, -1.1385, 2.7523)  0.00
O (0.3595, 1.0035, 1.6265)  -0.03
H (-1.0659, 0.4456, 4.7446)  0.00
H (-1.8801, 0.3110, 3.1269)  0.00
H (-1.1988, 1.8830, 3.6925)  0.00